Density functional theory data (ωB97M-V with the def2-TZVPD basis set) for a molecular structure, C19H13F5NO3STa at a distorted geometry.

XYZ file:
```
43
Properties=species:S:1:pos:R:3:forces:R:3:lowdin_charge:R:1
Ta -0.455 -0.198 0.436 1.371 -1.175 -5.168 2.128
S 0.830 1.923 -3.439 -0.145 -0.389 0.634 1.168
C -0.720 2.549 -3.075 -0.023 -0.216 0.340 -0.333
C -1.236 2.047 -1.914 -0.404 0.371 -0.268 -0.177
C -0.381 1.115 -1.283 0.353 -0.856 1.263 -0.298
C 0.807 0.960 -2.014 -0.475 0.239 -0.033 -0.499
C 1.861 0.088 -1.560 0.580 -0.188 -0.212 -0.261
C 3.049 -0.127 -2.258 -0.406 -0.008 0.305 0.026
C 4.030 -0.935 -1.713 -0.212 0.003 0.259 0.025
C 3.805 -1.521 -0.469 -0.186 0.112 -0.049 0.006
C 2.600 -1.296 0.166 0.300 -0.371 0.342 -0.082
N 1.631 -0.526 -0.361 -0.696 0.287 0.413 -0.035
H -1.183 3.256 -3.740 -0.039 0.096 -0.100 0.093
H -2.211 2.324 -1.547 -0.076 0.057 0.000 0.115
H 3.184 0.340 -3.220 0.052 0.096 -0.097 0.121
H 4.960 -1.095 -2.237 0.065 -0.042 -0.048 0.138
H 4.552 -2.147 -0.006 -0.023 -0.036 0.085 0.132
H 2.388 -1.744 1.131 0.023 0.009 -0.076 0.130
C 0.675 2.060 4.152 -0.029 -0.280 -0.175 0.025
C -0.136 1.925 2.876 -0.070 0.492 0.473 -0.488
C -1.218 2.982 2.708 0.010 -0.300 -0.072 0.019
O 0.720 1.930 1.684 -0.094 -0.057 0.225 -0.050
C -0.626 0.505 2.600 1.585 1.693 3.071 -0.568
O 0.129 -0.459 2.699 0.394 -0.677 -0.847 0.095
O -1.626 0.407 1.809 -2.413 -0.035 -1.309 -0.048
H 1.163 3.032 4.179 -0.005 0.094 -0.017 0.109
H 1.433 1.282 4.222 0.015 0.003 -0.035 0.102
H 0.025 1.985 5.021 -0.064 0.044 0.036 0.114
H -0.760 3.969 2.662 0.048 0.012 0.063 0.111
H -1.908 2.965 3.546 -0.065 0.025 0.112 0.114
H -1.782 2.817 1.788 0.056 0.128 0.109 0.089
H 1.194 2.779 1.679 -0.067 -0.223 -0.377 0.147
F -3.127 -0.306 -1.197 -0.568 -0.537 -0.402 0.082
C -2.697 -1.586 -1.257 0.009 0.400 0.068 -0.197
C -1.492 -1.779 -0.600 0.381 0.622 0.823 -0.148
C -0.971 -3.060 -0.558 0.258 0.167 0.168 -0.198
F 0.198 -3.109 0.143 -0.237 -0.748 -0.218 0.056
C -1.585 -4.143 -1.170 0.209 0.410 0.163 -0.123
F -1.067 -5.351 -1.138 -0.005 -0.063 0.001 0.177
C -2.795 -3.908 -1.850 0.165 0.272 0.142 -0.083
F -3.397 -4.904 -2.452 0.137 0.244 0.159 0.205
C -3.367 -2.622 -1.899 0.323 0.345 0.236 -0.118
F -4.494 -2.426 -2.545 -0.030 -0.022 0.011 0.179
```
Positions in Å, forces in eV/Å.

The relative energy (zero: lowest compared OMol25 entry of this formula, charge and spin) is 107.56 kJ/mol. Its net charge is +2. The calculation puts the HOMO-LUMO gap at 6.31 eV. The spin multiplicity is 1.

=====

Density functional theory data (ωB97M-V with the def2-TZVPD basis set) for a molecular structure, C19H14Cl5IrN4O2Si at a distorted geometry.

XYZ file:
```
46
Properties=species:S:1:pos:R:3:forces:R:3:lowdin_spin:R:1
Ir -0.169 0.083 -0.477 0.375 -0.318 2.175 0.066
O -0.488 -2.820 2.760 0.067 0.025 -0.049 0.051
C -0.494 -2.277 1.677 -0.038 -0.133 -0.051 0.025
N 0.405 -1.385 1.159 -0.360 0.333 0.583 0.139
C 1.665 -1.286 1.625 0.005 -0.103 -0.167 0.131
C 2.260 -1.941 2.731 -0.082 -0.064 -0.116 0.005
C 3.584 -1.734 2.978 0.168 0.075 -0.048 0.099
C 4.376 -0.886 2.151 -0.077 -0.168 0.140 0.079
C 3.836 -0.237 1.084 -0.155 0.010 -0.098 0.020
C 2.454 -0.424 0.806 0.256 0.269 0.024 0.128
N 1.770 0.244 -0.156 0.775 -0.487 -0.466 0.166
C 2.392 1.343 -0.800 -0.055 -0.113 -0.075 0.019
O 3.472 1.355 -1.305 0.139 0.087 0.171 0.030
C 1.482 2.496 -0.631 -0.174 0.041 0.021 0.001
C 1.930 3.794 -0.625 -0.021 0.048 -0.030 0.003
C 1.044 4.790 -0.246 0.067 0.060 0.003 -0.001
C -0.246 4.431 0.091 -0.022 -0.033 -0.001 0.003
C -0.633 3.102 0.021 0.142 -0.006 0.078 0.000
N 0.221 2.132 -0.320 -0.256 0.110 -0.823 0.005
C -1.548 -2.579 0.660 -0.081 0.155 -0.012 0.002
C -2.391 -3.657 0.847 -0.057 0.065 0.072 0.003
C -3.358 -3.922 -0.106 -0.022 -0.041 -0.009 -0.001
C -3.440 -3.090 -1.209 -0.077 0.011 0.031 0.004
C -2.553 -2.037 -1.326 0.097 0.003 0.121 -0.001
N -1.608 -1.775 -0.412 0.006 -0.256 -0.755 0.015
H 1.662 -2.576 3.363 -0.019 -0.003 -0.023 -0.002
H 4.047 -2.227 3.822 0.013 0.021 0.000 0.004
H 5.427 -0.762 2.373 -0.005 0.001 0.012 0.003
H 4.438 0.389 0.447 0.026 -0.028 0.034 -0.001
H 2.955 3.993 -0.905 0.009 -0.019 0.037 0.000
H 1.363 5.822 -0.195 -0.018 -0.001 -0.046 0.000
H -0.971 5.168 0.404 -0.012 -0.015 -0.005 0.000
H -1.632 2.811 0.272 -0.084 -0.020 0.009 0.000
H -2.270 -4.252 1.740 -0.002 0.006 0.006 0.000
H -4.033 -4.759 0.010 0.006 -0.001 -0.003 0.000
H -4.187 -3.241 -1.976 0.039 -0.026 -0.027 0.000
H -2.592 -1.383 -2.180 -0.038 -0.013 0.029 0.000
Cl -2.907 0.815 0.313 -0.282 0.065 -0.126 0.010
C -3.911 1.519 -1.013 -0.144 -0.117 0.078 0.001
Cl -3.015 2.484 -2.163 0.087 0.101 0.063 0.000
H -4.650 2.143 -0.526 -0.030 -0.032 0.019 0.000
H -4.367 0.684 -1.531 -0.002 -0.028 0.005 0.000
Cl 1.069 1.571 -3.522 0.098 0.022 -0.285 -0.001
Si 0.086 -0.042 -2.728 -0.418 0.763 -0.222 -0.006
Cl 1.145 -1.726 -3.111 0.159 -0.218 -0.003 -0.002
Cl -1.621 -0.150 -3.873 -0.004 -0.028 -0.272 -0.001
```
Positions in Å, forces in eV/Å.

The relative energy (zero: lowest compared OMol25 entry of this formula, charge and spin) is 285.77 kJ/mol. Its net charge is +1. The calculation puts the HOMO-LUMO gap (alpha / beta) at 6.93 / 6.34 eV. The spin multiplicity is 2.

=====

Density functional theory data (ωB97M-V with the def2-TZVPD basis set) for a molecular structure, C19H14ClF9IMnN2O3S at a distorted geometry.

XYZ file:
```
51
Properties=species:S:1:pos:R:3:forces:R:3:lowdin_spin:R:1
Mn -0.556 -0.253 -0.772 -1.588 0.323 -0.613 4.314
F -1.497 3.695 1.280 -0.124 0.151 0.014 0.000
C -1.470 2.416 0.916 0.224 -0.062 0.198 0.001
F -0.460 2.268 0.026 0.109 0.249 -0.043 0.010
F -1.134 1.698 1.981 -0.061 -0.061 0.172 0.000
C -2.757 1.881 0.245 -0.069 0.576 -0.134 0.005
O -2.572 0.614 -0.134 0.726 -0.987 -0.098 0.052
C -3.966 2.060 1.217 -0.128 -0.024 -0.080 0.001
F -3.676 1.711 2.468 0.140 -0.188 0.167 0.000
F -4.394 3.330 1.258 0.026 0.237 -0.031 0.001
F -4.996 1.313 0.821 -0.104 -0.221 -0.131 0.000
C -3.027 2.757 -1.024 0.052 -0.020 -0.394 0.001
F -2.130 2.449 -1.972 0.159 0.061 -0.094 0.001
F -4.225 2.468 -1.554 -0.410 -0.124 0.079 0.000
F -2.980 4.075 -0.864 0.048 0.250 0.197 0.000
Cl -0.412 -3.157 2.118 -0.187 -0.062 0.247 -0.009
C 0.808 -3.102 0.904 0.122 0.172 -0.486 -0.051
C 2.112 -3.367 1.275 -0.042 -0.039 -0.011 0.009
C 3.129 -3.303 0.335 -0.139 0.048 -0.128 -0.056
C 2.828 -2.994 -0.985 0.139 -0.059 0.035 0.008
C 1.526 -2.732 -1.359 -0.395 0.098 0.227 -0.043
C 0.469 -2.750 -0.423 0.634 -0.445 0.127 -0.009
C -0.881 -2.360 -0.808 -0.157 -0.969 -0.066 -0.301
H 2.330 -3.614 2.302 -0.003 -0.020 0.098 0.001
H 4.148 -3.491 0.634 0.090 -0.032 0.025 -0.003
H 3.620 -2.957 -1.719 0.018 0.030 -0.068 0.002
H 1.303 -2.463 -2.385 -0.036 -0.027 0.000 -0.002
H -1.639 -2.643 -0.075 0.023 0.450 -0.087 -0.013
H -1.152 -2.698 -1.814 0.068 0.436 0.213 -0.007
N -2.996 0.115 -4.776 -0.136 0.030 -0.180 0.001
C -2.643 -0.096 -3.506 -0.122 -0.285 0.542 0.005
N -3.572 -0.260 -2.575 -0.056 -0.079 -0.238 0.003
S -0.982 -0.217 -3.163 0.462 0.148 -0.309 -0.024
H -3.956 0.240 -5.055 0.113 -0.019 0.020 0.000
H -2.264 0.206 -5.459 -0.116 0.044 -0.003 0.000
H -4.548 -0.117 -2.789 0.104 0.033 0.012 0.000
H -3.294 -0.217 -1.588 -0.066 0.328 0.039 0.001
I 6.295 1.330 4.369 -0.268 -0.055 -0.243 0.000
C 4.678 0.990 3.055 0.444 0.063 0.321 0.002
C 4.755 1.450 1.751 0.129 0.062 0.040 0.000
C 3.698 1.219 0.894 -0.248 -0.177 0.012 0.002
C 2.574 0.540 1.352 0.095 0.022 0.141 0.001
C 2.506 0.097 2.669 -0.061 0.045 -0.249 0.002
C 3.569 0.307 3.523 0.057 0.030 0.131 0.000
C 1.441 0.260 0.447 0.484 0.023 -0.089 0.019
O 1.462 0.582 -0.765 0.038 0.047 -0.225 0.049
O 0.427 -0.348 0.911 -0.004 0.002 0.925 0.027
H 5.628 1.982 1.406 0.076 0.032 0.003 0.000
H 3.731 1.548 -0.132 -0.008 0.057 -0.122 0.000
H 1.612 -0.406 3.002 -0.064 -0.104 0.048 0.000
H 3.531 -0.052 4.540 0.006 0.015 0.089 0.000
```
Positions in Å, forces in eV/Å.

The calculation puts the HOMO-LUMO gap (alpha / beta) at 7.09 / 8.68 eV. The spin multiplicity is 5.

=====

For reference, energy by record: -53503.1637 -103312.9274 -116292.5404 eV.